No. 1
{
  "formula": "C44H123N11O13Ti2",
  "method": "the ωB97M-V functional and the def2-TZVPD basis",
  "multiplicity": 7,
  "homo_lumo_gap_ev": [4.099, 9.336],
  "total_energy_ha": -5029.0615,
  "total_charge": 0,
  "e_above_lowest_kcal_mol": 36.9,
  "homo_ev": [-3.7, -9.0],
  "largest_force_ev_per_a": 3.45,
  "species": ["Ti", "Ti", "O", "O", "O", "O", "O", "O", "O", "O", "O", "O", "O", "O", "O", "N", "N", "N", "N", "N", "N", "N", "N", "N", "N", "N", "C", "C", "C", "C", "C", "C", "C", "C", "C", "C", "C", "C", "C", "C", "C", "C", "C", "C", "C", "C", "C", "C", "C", "C", "C", "C", "C", "C", "C", "C", "C", "C", "C", "C", "C", "C", "C", "C", "C", "C", "C", "C", "C", "C", "H", "H", "H", "H", "H", "H", "H", "H", "H", "H", "H", "H", "H", "H", "H", "H", "H", "H", "H", "H", "H", "H", "H", "H", "H", "H", "H", "H", "H", "H", "H", "H", "H", "H", "H", "H", "H", "H", "H", "H", "H", "H", "H", "H", "H", "H", "H", "H", "H", "H", "H", "H", "H", "H", "H", "H", "H", "H", "H", "H", "H", "H", "H", "H", "H", "H", "H", "H", "H", "H", "H", "H", "H", "H", "H", "H", "H", "H", "H", "H", "H", "H", "H", "H", "H", "H", "H", "H", "H", "H", "H", "H", "H", "H", "H", "H", "H", "H", "H", "H", "H", "H", "H", "H", "H", "H", "H", "H", "H", "H", "H", "H", "H", "H", "H", "H", "H", "H", "H", "H", "H", "H", "H"],
  "positions_angstrom": [[1.290, -0.064, 1.369], [-0.523, -2.132, -0.019], [-5.252, -0.861, 3.444], [-4.253, -6.736, -0.511], [3.726, -5.539, -2.469], [1.193, -1.391, -6.497], [-0.827, 0.057, 0.717], [5.635, 2.232, 4.134], [-2.410, 3.570, 4.070], [-4.856, 3.211, 0.720], [0.283, 3.606, -3.120], [4.201, 2.041, -2.347], [-3.758, 1.051, -3.821], [2.849, -2.067, 5.689], [1.830, -1.803, 0.135], [0.184, 6.482, -5.555], [-3.674, 6.419, -0.633], [4.907, -2.628, 8.699], [4.212, -0.539, 0.130], [3.195, -0.088, 2.881], [-3.051, -1.688, 1.536], [1.256, 0.760, -3.496], [0.604, -3.401, -1.881], [0.196, 2.231, 1.933], [-1.004, -0.805, -2.098], [-2.354, -4.511, 0.719], [-4.301, 2.360, -3.954], [2.230, 1.265, -5.741], [-3.599, -5.702, -1.204], [3.796, 3.331, -2.449], [3.091, -2.695, 6.980], [-4.978, 1.802, 0.546], [-3.173, -1.997, 2.988], [1.509, -2.516, 5.205], [-3.340, -1.597, -2.255], [2.870, -4.328, -2.519], [-5.416, -7.332, -1.151], [3.328, 1.092, 4.972], [0.502, 3.835, 3.700], [-4.498, 5.512, 0.074], [3.618, 1.160, 3.466], [1.484, -1.080, -5.167], [7.031, 2.466, 4.004], [1.226, 0.393, -4.996], [5.037, 1.387, 3.187], [5.542, -2.706, 6.327], [-0.432, 5.438, -4.696], [-2.744, 0.902, -2.785], [-0.435, 3.752, -1.920], [3.799, 1.444, -1.118], [-1.755, 2.961, 3.028], [5.145, -5.512, -2.386], [0.701, 4.769, -3.764], [-0.268, 2.655, 3.228], [-1.693, -2.205, 3.424], [4.319, -0.918, -2.187], [-1.357, -6.417, -0.251], [-3.861, -0.810, 3.821], [-5.990, 5.981, -0.212], [-1.216, 4.424, -5.475], [-2.235, -5.223, -0.575], [-6.178, -0.340, 4.309], [-3.734, 3.963, 3.671], [4.519, -2.144, 7.311], [0.677, -5.134, -3.450], [1.366, -4.621, -2.267], [4.548, 0.101, -1.069], [-0.217, -1.353, -6.944], [-4.090, 4.048, -0.213], [-2.297, -0.658, -2.832], [4.351, -3.458, 8.850], [0.761, -2.537, 5.998], [-5.258, -7.628, -2.188], [3.054, -3.779, 6.870], [4.084, 0.526, 5.516], [7.570, 1.518, 4.014], [3.908, 1.913, -0.140], [-4.297, -1.711, -2.763], [-5.827, 1.453, 1.134], [-4.099, 1.324, 0.980], [-0.794, -0.250, -1.280], [2.234, 0.801, -3.246], [2.363, 0.662, 5.240], [-3.062, 3.747, -0.012], [3.323, -1.284, -2.435], [-6.200, -6.574, -1.126], [5.605, 0.364, -1.022], [-6.118, 0.747, 4.374], [-2.067, 4.848, -6.010], [5.703, -3.784, 6.357], [-1.875, -6.927, 0.561], [0.500, -2.850, -2.721], [4.490, -2.028, 9.397], [2.520, -1.187, -4.843], [1.231, 5.429, -3.078], [7.270, 3.061, 4.885], [1.380, -5.280, -1.398], [-6.072, 7.054, -0.042], [1.474, 4.459, -4.468], [2.178, 1.033, -6.805], [-2.726, 6.185, -0.376], [-4.136, 4.614, 4.448], [-1.487, -2.836, 4.289], [-4.395, 3.097, 3.695], [3.620, -0.215, 1.974], [-3.739, -2.927, 3.030], [5.541, -4.877, -3.178], [0.327, -4.311, -4.073], [5.589, -6.474, -2.639], [6.522, -2.234, 6.398], [4.603, -1.057, 7.330], [-0.504, -0.359, -7.288], [-7.130, -0.669, 3.894], [0.284, 4.190, 4.707], [0.741, 7.173, -5.072], [-5.824, -8.219, -0.666], [-0.499, 3.983, -6.167], [-4.151, 3.613, -1.210], [-4.965, 2.607, -3.125], [1.217, -2.802, -1.347], [-0.959, -1.881, -6.345], [-0.382, 1.459, 1.633], [-4.230, 5.707, 1.112], [-1.582, 3.515, -4.997], [0.896, 1.703, -3.449], [-0.276, 1.823, 3.932], [2.745, 1.274, -1.338], [2.718, 3.446, -2.335], [-4.279, -4.850, -1.192], [-2.958, -2.617, -2.203], [1.277, -1.857, 4.368], [-0.542, 2.787, -1.426], [-6.680, 5.535, 0.505], [-2.879, -3.651, 0.647], [-1.533, 0.706, 0.527], [3.376, -1.087, -0.013], [4.701, -0.525, -3.130], [-3.871, 4.429, 2.695], [0.514, 4.604, 2.927], [-0.337, -0.396, -2.737], [-1.039, -2.531, 2.615], [-6.002, -0.689, 5.327], [7.300, 2.929, 3.054], [0.177, 4.370, -1.263], [-2.249, 2.079, 2.621], [-0.397, -6.171, 0.203], [0.869, -1.822, -4.659], [1.547, 3.527, 3.658], [3.018, -3.563, -3.282], [1.323, -5.812, -4.009], [-1.900, 1.500, -3.131], [-5.130, 1.531, -0.499], [-0.028, 2.922, 1.232], [0.277, 0.619, -5.482], [-1.152, 6.017, -4.119], [-3.662, -1.130, 4.844], [-3.515, 3.115, -3.973], [-0.175, -1.942, -7.860], [4.894, -1.827, -2.009], [3.257, 2.046, 5.495], [5.494, -5.106, -1.436], [-2.129, -0.952, -3.868], [2.061, -2.726, 0.356], [-2.949, -5.063, 1.319], [3.208, -3.816, -1.618], [4.122, 3.644, -3.441], [2.414, -2.404, 7.783], [2.990, 1.959, 3.072], [5.391, 1.596, 2.178], [2.028, 2.322, -5.571], [-3.853, 6.271, -1.616], [5.277, -2.323, 5.342], [-1.864, 3.587, 2.143], [4.809, -1.354, 0.112], [-0.112, -5.757, -3.029], [-6.448, 5.920, -1.199], [-5.027, 2.439, -4.763], [3.259, 1.156, -5.398], [-1.409, 4.169, -2.177], [-1.802, -4.710, -1.434], [4.456, 3.901, -1.794], [-1.195, -6.988, -1.165], [3.422, -0.878, 3.467], [-1.267, -1.311, 3.879], [-3.384, -6.001, -2.229], [-3.967, -1.278, 1.425], [-3.728, -1.312, -1.277], [-3.398, 0.171, 3.712], [1.700, -3.474, 4.722], [-2.383, -0.941, 1.411], [-0.571, 6.978, -6.006], [-3.181, 1.240, -1.846], [5.562, 0.450, 3.376]],
  "mulliken_spin": [2.4959, 2.4535, -0.0003, -0.0031, -0.0005, 0.0000, 0.1100, 0.0007, -0.0009, 0.0012, -0.0136, 0.0020, 0.0004, -0.0025, -0.0596, 0.0000, 0.0000, 0.0000, 0.0594, -0.0957, 0.0695, -0.0147, 0.0537, 0.0466, 0.1095, -0.0007, 0.0006, -0.0007, 0.0121, 0.0091, 0.0007, -0.0035, 0.0245, 0.0506, 0.1976, -0.0173, 0.0011, -0.0194, -0.0095, -0.0005, 0.0561, -0.0043, 0.0005, 0.0014, 0.0195, -0.0009, 0.0001, 0.0116, -0.0702, 0.1149, 0.0194, -0.0002, 0.0000, 0.0783, -0.0780, 0.0177, -0.0249, 0.0025, 0.0000, -0.0001, 0.1407, 0.0003, 0.0022, 0.0009, 0.0091, 0.0643, -0.0888, 0.0000, -0.0025, -0.0494, 0.0000, -0.0025, -0.0001, -0.0004, 0.0018, 0.0001, -0.0271, 0.0031, 0.0001, 0.0040, -0.1768, 0.0101, 0.0158, 0.0070, -0.0073, -0.0002, -0.0065, -0.0001, 0.0000, 0.0000, 0.0064, 0.0103, 0.0000, 0.0013, 0.0002, 0.0000, 0.0047, 0.0000, 0.0005, -0.0003, 0.0001, 0.0001, 0.0018, -0.0002, -0.0230, -0.0016, 0.0000, -0.0006, 0.0000, 0.0001, -0.0003, 0.0001, 0.0000, -0.0001, 0.0000, 0.0002, 0.0000, -0.0013, -0.0001, -0.0799, 0.0001, -0.1240, 0.0000, 0.0001, 0.0037, -0.0002, 0.1630, 0.0031, 0.0060, -0.0294, 0.1147, 0.0958, 0.0000, 0.0021, 0.0411, -0.0435, 0.0018, -0.0008, -0.0009, 0.0696, 0.1088, 0.0000, -0.0001, -0.0017, 0.0090, -0.0052, -0.0095, 0.0015, 0.0035, -0.0006, -0.0157, 0.0008, 0.0291, 0.0011, -0.0002, -0.0015, 0.0002, 0.0000, 0.0006, 0.0017, 0.0006, -0.0052, 0.0375, 0.0068, 0.0094, 0.0005, -0.0002, 0.0560, 0.0130, 0.0007, -0.0001, -0.0002, -0.0027, -0.0114, 0.0009, 0.0000, 0.0000, 0.0000, 0.0025, 0.0018, 0.0008, 0.0038, 0.0400, 0.0679, -0.0006, 0.0152, -0.0103, -0.0012, -0.0040, -0.0690, 0.0000, 0.0077, 0.0000]
}

***

No. 2
{
  "formula": "C9H10NO4",
  "method": "the ωB97M-V functional and the def2-TZVPD basis",
  "homo_lumo_gap_ev": 7.655,
  "total_energy_ha": -704.3512,
  "total_charge": 1,
  "e_above_lowest_kcal_mol": 11.9,
  "homo_ev": -13.1,
  "smiles": "O=C(O)CCOC(=O)c1cc[nH+]cc1",
  "largest_force_ev_per_a": 2.89,
  "species": ["O", "O", "O", "O", "N", "C", "C", "C", "C", "C", "C", "C", "C", "C", "H", "H", "H", "H", "H", "H", "H", "H", "H", "H"],
  "positions_angstrom": [[0.928, 1.475, 0.942], [0.174, -0.073, 2.348], [4.923, -0.882, 0.421], [4.116, -0.686, -1.647], [-3.878, -0.312, -0.708], [-1.424, -0.781, -0.576], [2.539, -0.419, 0.396], [3.954, -0.673, -0.253], [-0.003, 0.518, 1.317], [-1.305, 0.180, 0.532], [-2.551, 0.870, 0.977], [-3.829, 0.594, 0.341], [1.902, 0.970, 0.004], [-2.759, -0.993, -1.159], [1.886, -1.291, 0.081], [-4.809, -0.483, -1.107], [-0.526, -1.345, -0.926], [-2.518, 1.586, 1.831], [-4.752, 1.117, 0.708], [-2.948, -1.714, -1.997], [2.747, 1.721, 0.001], [2.686, -0.502, 1.505], [3.913, 0.210, -1.975], [1.532, 0.918, -1.057]],
  "lowdin_charge": [0.0010, 0.1964, 0.1490, 0.0615, 0.0761, 0.0721, -0.0625, -0.4591, -0.4197, -0.0009, 0.0706, 0.0148, -0.1567, 0.0232, 0.1269, 0.1837, 0.1319, 0.1428, 0.1572, 0.1550, 0.1532, 0.1386, 0.1122, 0.1328]
}

***

No. 3
{
  "formula": "C5H12O2",
  "method": "the ωB97M-V functional and the def2-TZVPD basis",
  "homo_lumo_gap_ev": 10.646,
  "total_energy_ha": -348.1468,
  "total_charge": 0,
  "e_above_lowest_kcal_mol": 36.4,
  "homo_ev": -10.0,
  "smiles": "CC(C)CC=O.O",
  "largest_force_ev_per_a": 2.05,
  "species": ["O", "O", "C", "C", "C", "C", "C", "H", "H", "H", "H", "H", "H", "H", "H", "H", "H", "H", "H"],
  "positions_angstrom": [[-2.831, -0.347, -1.036], [-2.505, 0.719, 2.762], [1.586, -0.649, 0.823], [-0.520, -0.697, -0.650], [1.412, 0.534, -1.554], [-1.752, 0.144, -0.929], [0.773, 0.099, -0.270], [1.353, -0.225, 1.802], [1.372, -0.192, -2.366], [2.417, 0.953, -1.421], [2.656, -0.568, 0.647], [-0.857, -1.259, 0.239], [1.272, -1.682, 0.990], [-0.226, -1.482, -1.345], [-2.159, 0.998, 1.920], [0.459, 0.954, 0.337], [-1.501, 1.216, -0.982], [0.908, 1.409, -1.990], [-1.858, 0.073, 3.023]],
  "lowdin_charge": [0.0745, -0.0338, -0.0656, -0.1417, -0.0869, -0.2793, -0.4301, 0.0692, 0.0810, 0.0807, 0.0721, 0.1168, 0.0688, 0.1254, 0.0072, 0.1167, 0.1228, 0.0799, 0.0222]
}

***

No. 4
{
  "formula": "C25H23BrMoN6O6S2",
  "method": "the ωB97M-V functional and the def2-TZVPD basis",
  "homo_lumo_gap_ev": [6.982, 6.860],
  "total_energy_ha": -5185.0999,
  "total_charge": 0,
  "e_above_lowest_kcal_mol": 49.7,
  "homo_ev": [-8.1, -8.1],
  "largest_force_ev_per_a": 3.69,
  "species": ["Mo", "Br", "S", "S", "O", "O", "O", "O", "O", "O", "N", "N", "N", "N", "N", "N", "C", "C", "C", "C", "C", "C", "C", "C", "C", "C", "C", "C", "C", "C", "C", "C", "C", "C", "C", "C", "C", "C", "C", "C", "C", "H", "H", "H", "H", "H", "H", "H", "H", "H", "H", "H", "H", "H", "H", "H", "H", "H", "H", "H", "H", "H", "H", "H"],
  "positions_angstrom": [[0.657, 0.728, 1.347], [1.474, -4.439, 1.194], [-2.226, 2.303, -0.278], [2.838, -1.526, -2.268], [-1.001, -1.313, -1.362], [-1.481, -2.369, -3.266], [-2.837, 2.211, 1.020], [-2.226, 3.535, -1.006], [0.731, -1.490, 2.026], [2.458, -0.168, 2.226], [1.427, 2.386, 0.289], [-0.782, -0.241, -4.759], [-5.247, -1.435, -3.682], [-0.670, 1.820, -0.117], [1.462, -0.230, -0.229], [0.473, 3.379, -1.650], [4.388, -4.390, 4.085], [4.540, -3.056, 4.429], [2.651, -3.803, 2.523], [2.615, 2.920, 0.049], [2.782, -2.458, 2.867], [-4.256, -0.900, -1.545], [-0.457, 2.206, 2.668], [-3.060, 1.165, -1.262], [-0.345, -0.226, -3.360], [0.841, 0.871, 3.992], [1.941, -1.342, 2.334], [-0.981, -1.328, -2.555], [0.381, 2.599, -0.551], [2.771, 3.761, -1.011], [0.811, 2.102, 3.282], [-4.097, 0.664, -3.375], [3.742, -2.103, 3.812], [-4.545, -0.562, -2.873], [1.649, 3.942, -1.826], [2.042, -0.754, -1.101], [3.452, -4.757, 3.127], [-3.522, -0.051, -0.750], [-0.329, 0.179, 3.724], [-1.125, 0.957, 2.834], [-3.360, 1.522, -2.576], [-5.673, -2.249, -3.283], [3.418, 2.654, 0.724], [-0.884, 3.073, 2.215], [3.342, -5.793, 2.834], [-1.342, -2.128, -4.197], [3.859, -1.051, 4.048], [-3.299, -0.333, 0.273], [1.666, 0.543, 4.603], [5.003, -5.154, 4.551], [-4.351, 0.952, -4.394], [-0.127, 0.227, -5.367], [3.718, 4.231, -1.225], [0.725, -0.433, -3.320], [5.278, -2.760, 5.165], [-1.671, 0.235, -4.839], [-2.139, 0.781, 2.547], [1.524, 2.902, 3.356], [-3.030, 2.481, -2.959], [1.732, 4.583, -2.704], [-0.586, -0.805, 4.076], [-0.524, 0.705, -2.833], [-5.625, -1.113, -4.552], [-4.595, -1.853, -1.147]],
  "lowdin_charge": [1.7111, 0.8230, 0.6057, 0.6320, 0.0840, 0.1013, -0.3064, -0.2899, -0.1051, -0.1471, -0.0558, 0.0256, 0.1159, -0.1751, -0.0690, 0.1557, -0.0733, -0.0718, -0.6039, -0.0947, -0.1518, -0.0242, -0.2313, -0.3143, -0.1792, -0.0907, -0.6046, -0.5349, -0.4360, -0.0412, -0.1644, -0.0417, -0.0208, -0.3140, -0.1064, -0.8683, -0.1334, -0.0546, -0.0828, -0.1840, -0.0614, 0.0917, 0.1293, 0.1078, 0.0955, 0.0864, 0.1156, 0.1211, 0.1216, 0.1089, 0.1128, 0.0769, 0.1047, 0.0538, 0.1051, 0.0631, 0.0949, 0.1143, 0.1165, 0.1171, 0.1261, 0.1033, 0.0898, 0.1212]
}